{"formula": "C4H18N2O3S2", "method": "the ωB97M-V functional and the def2-TZVPD basis", "smiles": "CNC[C@H](N)CSS.O.O.O", "fmax_ev_per_a": 2.5, "de_lowest_kj_mol": 22.7, "homo_energy_ha": -0.32068, "charge": 0, "symbols": ["O", "S", "N", "C", "H", "H", "C", "H", "H", "H", "H", "H", "S", "H", "H", "H", "H", "H", "C", "O", "C", "H", "H", "H", "N", "O", "H", "H", "H"], "xyz": [[2.833, 0.136, -2.087], [2.227, 2.251, 0.972], [-1.259, 1.367, 0.887], [-0.151, 0.480, 0.409], [-1.864, -0.477, -0.517], [-1.316, -3.051, 2.445], [1.142, 1.143, -0.024], [-0.812, 0.132, 3.680], [1.380, 4.828, 0.450], [-0.965, 2.142, 1.472], [1.028, 1.577, -1.037], [-1.216, -1.915, -2.973], [1.487, 3.980, 1.511], [-1.772, 0.345, 2.518], [0.263, -2.880, -2.562], [-0.558, -2.298, -0.437], [-0.657, 0.346, -1.624], [0.482, -1.282, -2.982], [-0.246, -1.904, -2.457], [-1.705, -0.067, 3.412], [-0.811, -0.281, -0.735], [3.531, -0.444, -2.448], [-1.763, 1.758, 0.101], [1.891, 0.334, -0.111], [-0.169, -1.584, -1.037], [-1.454, -2.293, 1.865], [0.103, -0.357, 1.067], [2.062, -0.448, -2.190], [-1.711, -1.540, 2.432]], "atomic_forces_ev_per_a": [[0.3, -1.1, -0.7], [0.7, -1.8, -0.8], [0.7, -0.5, 0.6], [-1.1, 0.1, 0.5], [-0.1, 0.6, 0.0], [-0.1, 0.3, 0.0], [0.4, 0.1, -0.6], [0.5, 0.0, 0.2], [0.4, -0.6, -0.2], [0.3, 0.0, -0.2], [0.1, 0.0, 0.5], [0.1, 0.1, 0.3], [-1.6, 1.7, 0.9], [-0.1, 0.2, 0.3], [-0.7, 0.0, -0.1], [-0.1, -0.1, 0.0], [-0.6, -0.1, -0.1], [-0.5, 0.5, -0.3], [1.5, -1.2, 0.4], [-0.5, 0.2, -0.6], [0.9, -0.9, -0.9], [-0.1, 0.6, 0.2], [0.0, 0.0, 0.0], [-0.4, 0.4, -0.2], [-0.1, 1.2, -0.3], [0.0, -0.3, -0.3], [-0.3, 0.6, 0.9], [0.1, 0.4, 0.3], [0.2, -0.4, 0.2]]}

---

{"formula": "C10H18Br8Cl6", "method": "the ωB97M-V functional and the def2-TZVPD basis", "smiles": "ClC(Cl)Cl.ClC(Cl)Cl.BrCCBr.BrCCBr.BrCCBr.BrCCBr", "fmax_ev_per_a": 1.9, "de_lowest_kj_mol": 129.2, "homo_energy_ha": -0.38030, "charge": 0, "symbols": ["Br", "Cl", "Cl", "Br", "H", "H", "H", "C", "H", "Cl", "H", "C", "C", "Cl", "C", "Br", "C", "H", "H", "H", "C", "Br", "H", "Br", "Br", "H", "C", "H", "C", "C", "Br", "H", "H", "H", "H", "C", "Cl", "H", "H", "H", "Br", "Cl"], "xyz": [[-3.052, 5.654, 1.887], [3.790, -1.778, -2.943], [0.651, -0.733, -0.778], [1.855, 2.701, -3.741], [2.191, -5.444, 1.865], [-3.539, 3.108, 3.393], [-2.515, 3.910, 4.552], [-0.706, 3.881, -3.308], [-0.247, -0.389, 1.357], [1.378, 1.202, 1.412], [2.849, -2.431, 1.750], [2.220, -3.314, 1.635], [-2.520, 3.457, 3.561], [4.963, -0.163, -0.661], [2.658, -4.604, 2.378], [-1.353, 1.887, 3.740], [-1.852, 4.281, 2.489], [-1.576, -4.374, -0.966], [2.060, -3.505, 0.574], [-1.626, 3.579, 1.687], [-2.794, -2.717, -0.162], [-3.552, -3.757, 1.407], [-2.037, -2.017, 0.190], [0.412, -2.935, 2.310], [-2.269, 3.864, -2.081], [-0.979, 4.855, 2.802], [0.065, 0.326, 0.596], [-0.930, 4.383, -4.249], [4.154, -0.108, -2.221], [-0.110, 2.508, -3.315], [4.650, -4.794, 2.343], [-0.313, 1.977, -2.385], [2.343, -4.412, 3.404], [0.086, 4.456, -2.828], [-3.215, -4.202, -1.602], [-2.329, -3.653, -1.284], [-1.315, 1.287, 0.145], [-3.558, -2.071, -0.595], [-0.648, 1.939, -4.073], [3.184, 0.311, -1.951], [-1.625, -2.716, -2.832], [5.153, 0.550, -3.501]], "atomic_forces_ev_per_a": [[-0.5, 0.3, -0.4], [-0.2, 0.5, 1.1], [-0.2, 1.0, 0.7], [-1.3, -0.5, 0.3], [0.3, -0.1, 0.6], [0.3, 0.1, -0.6], [0.1, 0.2, -0.2], [0.9, 0.8, 1.5], [-0.1, 0.1, -0.3], [-0.2, 0.1, -0.7], [-0.1, -0.2, 0.3], [-0.1, -0.8, -0.4], [0.5, -0.1, 1.0], [0.2, -0.2, -0.1], [0.3, 1.7, -0.5], [-0.2, -0.2, 0.4], [-0.3, -0.3, -0.1], [0.0, 0.2, 0.0], [0.2, 0.1, 0.1], [0.1, 0.6, -0.3], [0.0, 0.2, -0.4], [0.6, 0.8, -1.3], [0.2, -0.5, 0.3], [0.1, 0.1, -0.1], [0.4, 0.3, -0.7], [0.0, -0.6, 0.2], [0.4, -1.4, 0.6], [-0.3, -0.6, 0.0], [-0.2, -1.8, -0.4], [-0.6, -0.5, -1.1], [-1.1, 0.0, -0.1], [0.8, 0.3, 0.1], [0.4, -0.9, 0.0], [-0.6, 0.7, 0.3], [0.2, 0.0, -0.3], [-0.5, -0.5, 0.9], [0.2, 0.1, -0.3], [-0.4, -0.3, 0.4], [0.7, -0.4, -0.3], [0.2, 0.5, -1.0], [-0.2, 0.1, 0.2], [-0.2, 1.1, 0.4]]}

---

- What is the formula in the second record?
  C10H18Br8Cl6

---

Repeat the first record exactly.
{"formula": "C4H18N2O3S2", "method": "the ωB97M-V functional and the def2-TZVPD basis", "smiles": "CNC[C@H](N)CSS.O.O.O", "fmax_ev_per_a": 2.5, "de_lowest_kj_mol": 22.7, "homo_energy_ha": -0.32068, "charge": 0, "symbols": ["O", "S", "N", "C", "H", "H", "C", "H", "H", "H", "H", "H", "S", "H", "H", "H", "H", "H", "C", "O", "C", "H", "H", "H", "N", "O", "H", "H", "H"], "xyz": [[2.833, 0.136, -2.087], [2.227, 2.251, 0.972], [-1.259, 1.367, 0.887], [-0.151, 0.480, 0.409], [-1.864, -0.477, -0.517], [-1.316, -3.051, 2.445], [1.142, 1.143, -0.024], [-0.812, 0.132, 3.680], [1.380, 4.828, 0.450], [-0.965, 2.142, 1.472], [1.028, 1.577, -1.037], [-1.216, -1.915, -2.973], [1.487, 3.980, 1.511], [-1.772, 0.345, 2.518], [0.263, -2.880, -2.562], [-0.558, -2.298, -0.437], [-0.657, 0.346, -1.624], [0.482, -1.282, -2.982], [-0.246, -1.904, -2.457], [-1.705, -0.067, 3.412], [-0.811, -0.281, -0.735], [3.531, -0.444, -2.448], [-1.763, 1.758, 0.101], [1.891, 0.334, -0.111], [-0.169, -1.584, -1.037], [-1.454, -2.293, 1.865], [0.103, -0.357, 1.067], [2.062, -0.448, -2.190], [-1.711, -1.540, 2.432]], "atomic_forces_ev_per_a": [[0.3, -1.1, -0.7], [0.7, -1.8, -0.8], [0.7, -0.5, 0.6], [-1.1, 0.1, 0.5], [-0.1, 0.6, 0.0], [-0.1, 0.3, 0.0], [0.4, 0.1, -0.6], [0.5, 0.0, 0.2], [0.4, -0.6, -0.2], [0.3, 0.0, -0.2], [0.1, 0.0, 0.5], [0.1, 0.1, 0.3], [-1.6, 1.7, 0.9], [-0.1, 0.2, 0.3], [-0.7, 0.0, -0.1], [-0.1, -0.1, 0.0], [-0.6, -0.1, -0.1], [-0.5, 0.5, -0.3], [1.5, -1.2, 0.4], [-0.5, 0.2, -0.6], [0.9, -0.9, -0.9], [-0.1, 0.6, 0.2], [0.0, 0.0, 0.0], [-0.4, 0.4, -0.2], [-0.1, 1.2, -0.3], [0.0, -0.3, -0.3], [-0.3, 0.6, 0.9], [0.1, 0.4, 0.3], [0.2, -0.4, 0.2]]}